Density functional theory data (ωB97M-V with the def2-TZVPD basis set) for 7 unconnected molecules or ions with the total composition C75H172F3N2O5P4S in a non-equilibrium geometry.

Summary:
M   1395.17 g mol⁻¹
Multiplicity   1
HOMO energy   -18.18 eV
Charge   +5
Frontier orbital gap   10.16 eV

Each line ends with the Löwdin charge.
Atoms and positions in Å:
C 0.323665 8.167879 -8.285917  -0.11
C 1.811474 7.901936 -7.934574  -0.23
C 1.931519 7.116604 -6.611245  -0.25
C 1.191035 7.736087 -5.427828  -0.27
P 1.099056 6.863908 -3.831554  1.04
C -0.113585 7.872926 -2.799894  -0.25
C 0.280051 9.348329 -2.566714  -0.22
C -0.717132 10.120320 -1.530810  -0.19
C -0.238691 11.567902 -1.336925  -0.10
C 0.515326 5.186974 -4.037567  -0.27
C 1.611334 4.144086 -4.228048  -0.19
C 1.121677 2.667129 -3.877218  -0.22
C 0.761811 2.467240 -2.421755  -0.13
C 2.689429 6.857250 -2.974187  -0.25
C 2.508023 6.205236 -1.557349  -0.24
C 3.661731 6.627294 -0.631467  -0.23
C 3.479958 5.994289 0.782193  -0.10
H 0.276699 8.447895 -9.348303  0.08
H -0.115748 8.997711 -7.665288  0.08
H -0.360002 7.313728 -8.126321  0.08
H 2.281444 8.876845 -7.840767  0.11
H 2.263533 7.320391 -8.726027  0.11
H 2.977662 6.960509 -6.405093  0.10
H 1.501019 6.115552 -6.791243  0.11
H 0.156392 7.810648 -5.765264  0.09
H 1.411950 8.781842 -5.198978  0.11
H -0.201919 7.517927 -1.783179  0.07
H -1.067412 7.767937 -3.307569  0.10
H 0.374729 9.842676 -3.519633  0.09
H 1.318808 9.317847 -2.184960  0.10
H -0.653476 9.552545 -0.656175  0.08
H -1.714454 10.179701 -1.994539  0.12
H -0.911996 12.165158 -0.803537  0.06
H -0.013624 12.080152 -2.301263  0.10
H 0.607380 11.638499 -0.697584  0.06
H -0.194410 5.270159 -4.844539  0.11
H -0.045971 4.948519 -3.170712  0.07
H 2.384901 4.388296 -3.501506  0.07
H 1.966190 4.136655 -5.244656  0.11
H 1.946076 1.977450 -4.045363  0.10
H 0.325808 2.326963 -4.544215  0.11
H -0.019922 3.169395 -2.054214  0.07
H 1.631954 2.553432 -1.780932  0.07
H 0.276963 1.519929 -2.256377  0.05
H 2.998292 7.887290 -2.819660  0.10
H 3.453939 6.331494 -3.551807  0.11
H 2.552237 5.144664 -1.687646  0.08
H 1.574039 6.498146 -1.096345  0.10
H 3.677045 7.729957 -0.543159  0.12
H 4.620783 6.383206 -1.067586  0.11
H 4.386268 6.158181 1.369156  0.08
H 3.301359 4.901731 0.758804  0.05
H 2.648111 6.418300 1.355718  0.07
C -2.778438 0.243134 8.755818  -0.08
C -3.005120 -1.254113 8.315965  -0.26
C -4.477949 -1.544082 7.920304  -0.22
C -4.531167 -2.978362 7.398675  -0.26
P -4.419776 -3.226594 5.588783  0.98
C -4.191240 -4.903216 5.059318  -0.27
C -4.220438 -5.029005 3.540821  -0.26
C -3.792618 -6.449919 3.197326  -0.25
C -3.690863 -6.723120 1.663990  -0.08
C -5.850180 -2.571604 4.740804  -0.31
C -7.165178 -3.238650 5.114283  -0.22
C -8.246594 -2.638629 4.174335  -0.24
C -8.167237 -3.194653 2.730772  -0.10
C -2.987791 -2.318255 5.009277  -0.27
C -1.641171 -3.007375 5.207866  -0.26
C -0.453041 -2.075370 5.126645  -0.26
C 0.816301 -2.927636 5.197522  -0.09
H -3.703274 0.600609 9.308893  0.09
H -2.680041 0.889670 7.836607  0.08
H -1.942384 0.266711 9.448856  0.07
H -2.747836 -1.921875 9.110452  0.10
H -2.271307 -1.452348 7.526770  0.07
H -4.960331 -0.827920 7.227131  0.12
H -5.029599 -1.527298 8.883547  0.13
H -5.460463 -3.526575 7.634810  0.10
H -3.814011 -3.601199 7.919497  0.10
H -5.044291 -5.422546 5.531169  0.12
H -3.273713 -5.316532 5.445838  0.10
H -3.448975 -4.373894 3.080545  0.11
H -5.176468 -4.701910 3.039119  0.13
H -4.584141 -7.096899 3.620741  0.13
H -2.880474 -6.671709 3.727435  0.09
H -3.426015 -7.787960 1.498367  0.08
H -2.898558 -6.124003 1.163980  0.06
H -4.660246 -6.534517 1.250529  0.07
H -5.550062 -2.704704 3.681827  0.08
H -5.887029 -1.444938 4.828093  0.13
H -7.377342 -2.831675 6.117182  0.12
H -7.133997 -4.333224 5.075888  0.12
H -8.219387 -1.512142 4.195491  0.13
H -9.236684 -2.849563 4.532494  0.10
H -8.939937 -2.692611 2.127792  0.08
H -8.460364 -4.261409 2.640246  0.09
H -7.201619 -2.942252 2.335264  0.03
H -2.993665 -1.364052 5.569534  0.10
H -3.078865 -2.163916 3.913653  0.10
H -1.583675 -3.769271 4.419793  0.10
H -1.608824 -3.547987 6.157244  0.12
H -0.433476 -1.333986 5.944469  0.11
H -0.399033 -1.521885 4.184413  0.08
H 0.909481 -3.445264 6.145160  0.08
H 1.725741 -2.351895 5.012790  0.07
H 0.710687 -3.669433 4.413702  0.05
C -6.929607 -2.629566 -1.624975  -0.10
C -7.712904 -1.600300 -2.419579  -0.25
C -7.986826 -0.249396 -1.744553  -0.21
C -6.712996 0.421481 -1.194259  -0.26
P -5.530140 1.073763 -2.436761  1.04
C -4.560851 2.482329 -1.735802  -0.28
C -3.890127 2.192089 -0.416070  -0.24
C -4.648724 2.859237 0.771074  -0.28
C -4.538389 4.342457 0.881203  -0.10
C -4.404987 -0.173455 -3.021109  -0.29
C -3.155375 0.292719 -3.808999  -0.22
C -2.477407 -0.995925 -4.296691  -0.28
C -1.091609 -0.842276 -4.895600  -0.10
C -6.342500 2.010655 -3.806754  -0.26
C -6.737610 1.197030 -5.054627  -0.25
C -7.493924 1.995773 -6.103112  -0.22
C -6.705893 3.216198 -6.707275  -0.07
H -5.794818 -2.658110 -1.730359  0.09
H -7.220423 -3.582698 -1.959404  0.06
H -7.161587 -2.627698 -0.558628  0.07
H -8.720962 -1.989182 -2.593216  0.12
H -7.216120 -1.565952 -3.381605  0.08
H -8.684259 -0.337345 -0.928770  0.12
H -8.420537 0.470375 -2.455509  0.11
H -6.239253 -0.162090 -0.391376  0.10
H -7.045281 1.302847 -0.631261  0.09
H -5.280688 3.312795 -1.668690  0.10
H -3.877084 2.778994 -2.534427  0.09
H -2.879049 2.619059 -0.394376  0.10
H -3.838181 1.085575 -0.171194  0.12
H -4.264568 2.320497 1.613491  0.09
H -5.699848 2.529401 0.754138  0.10
H -5.314994 4.649986 1.603634  0.09
H -4.801485 4.874027 -0.027580  0.07
H -3.577254 4.739586 1.223613  0.08
H -5.007195 -0.880447 -3.662994  0.12
H -4.065645 -0.738198 -2.147269  0.09
H -2.430989 0.813907 -3.098396  0.12
H -3.412725 0.962675 -4.647336  0.12
H -3.131964 -1.366675 -5.076758  0.11
H -2.395534 -1.805082 -3.550376  0.11
H -0.349693 -0.619433 -4.086857  0.07
H -1.085618 -0.128124 -5.741918  0.09
H -0.739183 -1.820011 -5.230502  0.08
H -5.673381 2.860632 -4.015026  0.09
H -7.227266 2.477132 -3.387637  0.10
H -7.236123 0.272849 -4.701791  0.10
H -5.797472 0.823879 -5.453580  0.10
H -8.399074 2.366432 -5.630239  0.11
H -7.811443 1.271753 -6.839444  0.11
H -6.593715 4.034704 -6.027027  0.06
H -7.282431 3.574817 -7.539317  0.07
H -5.760679 2.888862 -7.118881  0.07
C 2.481210 -0.984119 -2.103245  -0.09
C 3.589577 -1.881078 -1.537334  -0.23
C 4.463871 -1.062448 -0.570133  -0.24
C 5.496253 -1.910586 0.170856  -0.24
P 7.103416 -2.154149 -0.699267  1.03
C 7.483308 -0.670633 -1.668892  -0.27
C 6.877964 -0.640788 -3.082991  -0.24
C 7.231950 0.678174 -3.783843  -0.24
C 6.680828 1.962312 -3.109928  -0.11
C 8.392117 -2.387519 0.542013  -0.28
C 9.827201 -1.977980 0.149570  -0.22
C 10.041815 -0.500849 0.580474  -0.28
C 11.346401 0.093140 0.085731  -0.12
C 6.985053 -3.645386 -1.732795  -0.27
C 6.651658 -4.861752 -0.894293  -0.29
C 7.155135 -6.104412 -1.567909  -0.26
C 6.751833 -7.389534 -0.819388  -0.10
H 1.604699 -1.061098 -1.468181  0.04
H 2.150580 -1.279010 -3.108628  0.09
H 2.740691 0.056564 -2.037778  0.05
H 4.222810 -2.275890 -2.356219  0.10
H 3.135951 -2.744967 -1.020519  0.11
H 3.870624 -0.692810 0.227780  0.09
H 4.895147 -0.201075 -1.079641  0.09
H 5.111260 -2.910366 0.500524  0.11
H 5.823517 -1.478283 1.120503  0.09
H 8.576133 -0.592969 -1.613891  0.09
H 7.076676 0.201773 -1.124892  0.10
H 5.775117 -0.767732 -3.064073  0.10
H 7.171138 -1.560509 -3.671413  0.13
H 6.795409 0.682919 -4.810900  0.12
H 8.308668 0.775118 -3.954518  0.12
H 6.900533 2.767695 -3.814627  0.08
H 7.152504 2.192947 -2.137979  0.07
H 5.591474 1.958170 -2.860168  0.07
H 8.499402 -3.455568 0.718130  0.08
H 8.113030 -2.041978 1.536484  0.11
H 9.992089 -2.061090 -0.949718  0.12
H 10.489516 -2.666615 0.708291  0.13
H 10.169080 -0.422557 1.677057  0.13
H 9.247453 0.114074 0.220781  0.07
H 11.509091 0.273308 -1.009370  0.09
H 12.166480 -0.510295 0.477406  0.08
H 11.468510 1.122891 0.486728  0.09
H 7.971859 -3.652559 -2.217485  0.12
H 6.204693 -3.401587 -2.467458  0.10
H 5.544346 -4.851611 -0.855087  0.11
H 7.010583 -4.763510 0.157648  0.11
H 8.273560 -6.078810 -1.418911  0.13
H 6.995367 -6.127515 -2.678410  0.14
H 7.077264 -8.309874 -1.305128  0.08
H 5.659314 -7.489634 -0.689255  0.06
H 7.261923 -7.425190 0.157404  0.08
C 0.706947 -8.889707 1.974766  0.07
N 1.492825 -7.555086 2.063225  -0.33
C 2.263752 -7.303589 0.723968  0.04
C 0.635640 -6.314109 2.216591  0.01
C 2.414439 -7.616358 3.219390  -0.15
C 3.674237 -8.434597 3.152426  -0.22
O 3.374766 -9.827911 3.023340  -0.04
H -0.033269 -8.623685 1.191121  0.12
H 0.155383 -9.047787 2.897009  0.11
H 1.458646 -9.664676 1.816988  0.10
H 2.960871 -8.147286 0.576957  0.11
H 2.780507 -6.326262 0.820532  0.11
H 1.534211 -7.211627 -0.108078  0.12
H -0.026009 -6.183788 1.361717  0.10
H 1.275201 -5.471259 2.415799  0.10
H 0.057460 -6.472017 3.080576  0.09
H 1.808777 -8.079323 4.018781  0.15
H 2.706279 -6.603246 3.494035  0.14
H 4.058576 -8.306115 4.162019  0.14
H 4.303731 -8.034830 2.334391  0.12
H 4.198955 -10.301834 2.928004  0.11
C 1.828887 0.741702 2.694215  0.05
N 0.823231 1.904886 2.828873  -0.33
C 0.662739 2.575203 1.536748  -0.01
C -0.504954 1.305594 3.200426  0.02
C 1.271965 2.872659 3.927496  -0.08
C 1.628396 2.288504 5.279442  -0.29
O 0.522014 1.856265 5.969467  -0.05
H 2.827566 1.128492 2.403525  0.12
H 1.461806 0.067326 1.861979  0.09
H 1.827498 0.277970 3.682411  0.09
H 0.243516 1.932203 0.786700  0.09
H 1.658151 3.005780 1.301737  0.10
H 0.112468 3.507345 1.620452  0.11
H -0.425268 0.757482 4.136524  0.09
H -0.794374 0.728870 2.343066  0.07
H -1.260585 2.062128 3.337274  0.11
H 0.451310 3.599967 4.134608  0.16
H 2.151869 3.416544 3.577108  0.14
H 2.168628 3.064985 5.852671  0.15
H 2.367939 1.498154 5.178414  0.11
H 0.858607 1.637609 6.887120  0.15
C -0.955132 -3.040242 -0.442242  -0.69
F -2.184305 -2.722894 -0.758617  0.15
F -0.994110 -4.269109 0.111423  0.10
F -0.209946 -3.090486 -1.526263  0.15
S -0.337662 -1.813838 0.838495  0.43
O -1.370073 -1.954695 1.859793  -0.33
O 0.964933 -2.208413 1.249336  -0.32
O -0.325388 -0.511068 0.151703  -0.36

Atomic forces in eV per Å
C -0.20 0.55 0.18
C -1.68 0.06 0.92
C 0.19 -0.49 -0.31
C -0.72 0.08 -0.06
P 0.01 1.84 0.28
C 0.65 0.11 -0.30
C -0.12 0.12 0.55
C 1.55 0.70 -3.45
C 0.63 -0.58 -1.24
C 0.32 0.12 -0.45
C -0.92 -1.54 0.69
C 0.52 0.86 -0.22
C -1.22 0.85 0.31
C -0.59 -0.37 0.94
C 1.35 1.07 -0.67
C -0.99 0.13 0.86
C 0.40 0.00 -0.26
H -0.27 0.05 0.43
H 0.52 -0.57 -0.72
H 0.51 0.03 -0.17
H 0.39 -0.03 -0.12
H 0.30 -0.01 -0.10
H 0.51 -0.04 0.28
H 0.10 0.22 0.08
H -0.40 -0.11 0.23
H 0.57 -0.06 -0.05
H -0.13 -0.97 0.07
H -0.28 0.02 -0.03
H -0.32 0.58 -0.27
H -0.47 0.35 0.29
H -0.48 -0.73 1.57
H 0.22 -0.54 0.41
H -1.60 0.75 0.50
H -0.19 -0.45 0.67
H 1.24 -0.25 0.24
H -0.32 -0.33 -0.54
H -0.64 -0.15 1.03
H 0.38 -0.23 -0.43
H 0.46 0.19 -0.25
H 0.24 0.09 -0.41
H -0.09 0.28 0.03
H 0.54 -0.01 -0.20
H 0.17 0.00 0.20
H 0.17 -0.71 0.03
H 0.07 0.21 -0.28
H -0.09 0.16 -0.02
H -0.27 -0.81 0.17
H -0.31 -0.04 0.05
H -0.12 -0.43 0.09
H 0.25 -0.37 -0.07
H -0.10 -0.04 0.04
H 0.19 0.36 -0.30
H 0.07 0.18 -0.31
C -1.76 -0.59 -0.40
C -0.25 2.08 -0.58
C 0.55 -0.30 0.56
C -1.20 -1.30 -0.58
P 1.08 1.28 0.75
C -1.54 -0.04 0.28
C 0.60 0.56 -1.15
C -1.40 -0.35 -1.01
C 1.16 -0.48 1.18
C 0.79 0.80 -0.77
C -0.66 1.85 -0.19
C -0.10 -0.14 -0.42
C -1.31 0.49 0.54
C 0.25 0.76 -0.46
C -0.54 -0.27 -0.01
C 0.98 0.14 0.22
C -0.13 0.27 -0.19
H 1.15 -0.31 -0.53
H 0.22 -0.52 1.12
H 0.18 0.47 -0.24
H 0.07 -0.40 0.68
H -0.29 -0.20 -0.14
H 0.44 -0.16 0.35
H 0.01 0.15 -0.71
H -0.11 0.48 0.06
H 0.57 -0.10 -0.13
H 0.39 -0.34 -0.26
H 0.28 -0.05 0.33
H -0.31 0.02 0.36
H 0.72 -0.70 0.76
H 0.50 -0.11 -0.23
H 0.48 -0.15 0.11
H -0.31 0.56 0.04
H -0.64 -0.08 0.32
H -0.40 0.12 -0.62
H -0.36 -0.11 0.32
H -0.03 -1.15 0.34
H -0.16 -0.83 -0.06
H -0.07 0.24 0.12
H 0.38 -1.02 -0.14
H -0.44 -0.33 0.48
H 0.39 0.07 0.06
H 0.72 0.47 0.32
H 0.50 -0.34 -0.65
H -0.12 -0.17 -0.58
H -0.18 0.38 0.60
H 0.31 0.06 0.10
H 0.06 0.03 0.14
H -0.30 -0.23 -0.17
H -0.47 -0.14 0.00
H 0.05 -0.06 0.23
H -0.06 -0.04 0.06
H 0.32 -0.28 -0.22
C 1.40 0.33 0.85
C -0.69 -0.08 0.41
C 1.52 0.36 -1.02
C -0.29 0.65 0.55
P -0.23 1.76 0.02
C -0.62 -0.59 -0.49
C -0.17 -0.18 1.32
C 0.10 -1.65 -0.96
C -0.81 0.85 0.78
C -0.10 -0.68 -0.83
C 0.82 -0.14 1.43
C 0.10 -0.13 -0.63
C 0.66 0.06 0.52
C -0.13 -0.42 0.09
C 0.98 -0.34 0.91
C 0.41 0.64 0.51
C -0.92 -1.84 -0.07
H -1.31 0.60 0.05
H -0.40 -1.37 -0.49
H 0.01 0.19 0.10
H 0.22 -0.26 -0.25
H -0.15 0.62 -0.42
H -0.25 -0.25 0.31
H -0.16 -0.39 0.09
H 0.32 -0.19 -0.62
H 0.10 0.24 -0.29
H 0.12 -0.20 0.14
H 0.08 -0.18 0.00
H -0.02 -0.39 -0.14
H 0.22 1.14 -0.54
H 0.32 0.17 1.02
H 0.14 0.32 -0.23
H 0.51 0.20 -0.12
H 0.02 -0.05 -0.35
H -0.04 -0.32 -0.04
H 0.53 0.58 0.65
H -0.13 -0.05 -0.03
H -0.98 -0.31 -0.84
H 0.19 -0.26 0.30
H -0.19 -0.41 -0.23
H -0.42 0.60 0.15
H -0.51 0.51 -0.69
H 0.32 -0.30 0.56
H -0.20 0.08 -0.41
H -0.03 -0.43 -0.17
H -0.34 0.07 0.35
H -0.32 0.56 -0.40
H 0.21 -0.09 -0.47
H -0.29 0.12 -0.04
H -0.01 0.13 -0.58
H 0.20 0.36 0.56
H -0.27 0.31 -0.40
H 0.41 0.01 0.07
C -0.57 -0.89 0.14
C 0.25 0.30 -0.26
C 0.09 -1.27 -0.09
C 1.08 -0.80 0.24
P -0.75 0.14 0.46
C -0.52 0.01 0.22
C 0.01 -0.93 -0.66
C -0.95 0.20 -0.80
C 0.06 -0.27 0.52
C 0.60 -1.19 0.02
C -0.30 1.18 0.32
C 1.62 -0.72 0.00
C 0.90 1.20 -0.55
C 0.58 1.71 0.18
C -1.19 0.43 0.04
C 1.90 -1.26 0.23
C -0.23 -0.15 0.02
H -0.21 -0.07 0.16
H 0.30 0.27 0.18
H 0.38 0.58 -0.46
H -0.27 0.11 0.34
H 0.28 0.30 -0.12
H -1.05 0.63 0.55
H 0.12 -0.05 0.01
H 0.14 0.70 -0.60
H -0.17 0.42 -0.07
H -0.22 0.13 -0.54
H 0.29 -0.41 0.09
H 0.44 0.37 0.33
H 0.23 1.14 0.43
H 0.27 -0.30 0.66
H -0.07 -0.05 0.29
H -0.20 0.18 0.37
H 0.17 -0.03 -0.49
H 0.58 -0.28 -0.63
H -0.56 -0.39 -0.20
H -0.11 0.58 -0.14
H 0.07 -0.25 0.74
H -0.01 0.52 -0.61
H -0.81 -0.22 -0.37
H -0.91 0.41 0.12
H -0.50 -0.74 0.71
H 0.18 0.14 -0.22
H -0.04 -0.67 0.08
H -0.22 -0.48 -0.17
H 0.37 -0.33 -0.05
H 0.33 -0.31 0.25
H -0.13 -0.30 -0.75
H -0.83 0.08 -0.59
H -0.22 0.04 1.07
H 0.04 0.21 -0.32
H 0.33 0.17 0.06
H -0.43 0.21 -0.15
C -0.29 2.15 -0.71
N 0.58 0.49 -1.92
C -0.36 -0.27 0.72
C 0.09 -1.18 -0.27
C -0.42 -0.54 1.22
C -0.33 -0.60 -0.32
O -0.40 0.99 -0.55
H 0.55 -1.10 0.13
H 0.21 0.07 0.19
H -0.49 -0.01 -0.32
H -0.39 0.54 -0.10
H -0.14 -0.74 0.06
H 0.39 -0.32 0.67
H 0.27 0.01 -0.04
H 0.23 0.33 -0.38
H -0.96 -0.14 1.17
H 0.18 0.56 -0.07
H -0.10 0.01 0.01
H 0.79 0.44 -0.16
H 0.24 -0.40 0.62
H 0.33 -0.37 0.04
C -0.67 0.31 -0.94
N 0.04 -0.74 1.24
C 1.68 2.01 -0.03
C 0.12 -0.02 0.10
C -0.44 0.76 0.26
C 1.56 0.40 -0.41
O -0.39 -0.89 2.18
H -0.65 0.00 0.41
H 0.30 0.65 1.18
H 0.20 -0.31 -0.50
H 0.05 -0.49 -0.26
H -0.30 -0.79 -0.45
H -0.75 -0.21 0.40
H 0.11 -0.16 -0.27
H -0.20 -0.78 -0.13
H 0.05 0.65 0.05
H 0.43 -0.51 -0.63
H -0.14 -0.09 -0.27
H -0.27 0.11 -0.45
H 0.23 -0.29 -0.14
H -0.99 0.30 -1.38
C 0.68 0.30 1.44
F -1.02 0.33 -0.57
F 0.22 -0.16 -0.03
F 0.37 -0.02 -0.51
S -1.98 1.37 -0.30
O 0.28 0.08 -0.37
O 1.74 -1.06 0.31
O -0.32 -0.74 0.21